No. 1
# C27H41BrN2OS2SbSc

A molecular structure, C27H41BrN2OS2SbSc (ωB97M-V with the def2-TZVPD basis set, OMol25).

Positions of all 76 atoms, in Å:
Sc1 -1.045 -1.865 -0.925
C1 5.445 -0.636 3.962
C2 3.971 -0.919 4.254
C3 3.880 -2.227 5.051
C4 3.417 0.233 5.103
C5 3.145 -1.049 2.975
C6 1.778 -1.294 3.063
C7 1.055 -1.406 1.898
Br1 -0.829 -1.765 1.985
C8 1.593 -1.295 0.618
O1 0.789 -1.420 -0.441
C9 2.971 -1.042 0.516
C10 3.697 -0.932 1.701
C11 3.637 -0.876 -0.853
C12 5.138 -0.603 -0.726
C13 3.014 0.317 -1.594
C14 3.469 -2.162 -1.676
H1 5.989 -0.551 4.904
H2 5.576 0.301 3.418
H3 5.904 -1.440 3.386
H4 4.465 -2.149 5.970
H5 4.269 -3.063 4.467
H6 2.851 -2.460 5.328
H7 3.997 0.334 6.023
H8 2.376 0.065 5.381
H9 3.473 1.177 4.557
H10 1.280 -1.401 4.017
H11 4.754 -0.738 1.624
H12 5.341 0.318 -0.177
H13 5.560 -0.491 -1.726
H14 5.663 -1.425 -0.236
H15 3.152 1.237 -1.022
H16 1.949 0.174 -1.767
H17 3.504 0.443 -2.562
H18 3.937 -3.006 -1.164
H19 3.955 -2.043 -2.647
H20 2.422 -2.401 -1.848
S1 -1.326 -2.533 -3.223
C15 -2.919 -2.817 -2.524
S2 -3.040 -3.282 -0.836
C16 -4.047 -2.629 -3.277
C17 -5.350 -2.748 -2.696
N1 -6.393 -2.793 -2.213
C18 -3.972 -2.235 -4.652
N2 -3.926 -1.914 -5.755
C19 -2.233 3.369 -2.754
C20 -1.905 1.885 -2.846
C21 -2.511 1.216 -4.078
Sb1 -2.462 0.710 -1.121
C22 -4.607 0.504 -1.199
C23 -5.367 1.755 -1.621
C24 -5.081 -0.030 0.151
C25 -2.034 1.923 0.611
C26 -0.540 2.241 0.591
C27 -2.902 3.160 0.803
H21 -1.917 3.865 -3.677
H22 -1.717 3.858 -1.928
H23 -3.303 3.544 -2.639
H24 -0.818 1.764 -2.882
H25 -3.602 1.258 -4.069
H26 -2.216 0.170 -4.171
H27 -2.175 1.732 -4.981
H28 -4.750 -0.276 -1.950
H29 -5.221 2.579 -0.921
H30 -6.436 1.532 -1.648
H31 -5.081 2.098 -2.614
H32 -4.927 0.701 0.948
H33 -4.571 -0.957 0.420
H34 -6.149 -0.251 0.105
H35 -2.227 1.227 1.433
H36 -0.276 2.892 -0.246
H37 0.071 1.336 0.516
H38 -0.253 2.759 1.510
H39 -2.815 3.860 -0.028
H40 -2.591 3.687 1.710
H41 -3.954 2.902 0.919

Calculated values
**HOMO level**: -8.53 eV
**Charge**: 0

=====

No. 2
# C27H41BrN2P2Pd

A molecular structure, C27H41BrN2P2Pd at a distorted geometry (ωB97M-V with the def2-TZVPD basis set, OMol25).

Positions of all 74 atoms, in Å:
C1 -0.521 6.744 -3.129
C2 -0.755 5.405 -3.486
C3 -0.998 5.145 -4.843
C4 -1.145 6.209 -5.753
N1 -0.985 7.486 -5.379
C5 -0.677 7.769 -4.100
C6 -0.816 4.302 -2.540
C7 -1.020 3.555 -1.584
C8 -1.169 2.810 -0.395
C9 -0.211 2.795 0.635
C10 -0.189 1.779 1.566
C11 -1.252 0.845 1.495
C12 -2.419 1.038 0.714
C13 -2.309 1.967 -0.298
Pd1 -0.223 -1.103 0.871
P1 2.026 -1.161 1.433
H1 -1.069 4.092 -5.112
H2 -0.217 6.943 -2.086
H3 -1.389 5.959 -6.798
H4 -0.533 8.821 -3.799
H5 -3.141 1.996 -1.021
H6 0.540 3.567 0.647
H7 -3.386 0.484 0.886
H8 0.562 1.703 2.340
C14 2.496 -2.778 2.342
C15 3.438 -3.764 1.657
H9 1.534 -3.263 2.559
H10 2.919 -2.404 3.283
H11 3.510 -4.627 2.335
H12 3.042 -4.158 0.700
H13 4.473 -3.403 1.498
C16 2.573 -1.290 -0.419
C17 3.479 -0.264 -1.119
H14 1.597 -1.228 -0.954
H15 2.966 -2.319 -0.527
H16 3.266 -0.413 -2.186
H17 3.191 0.774 -0.883
H18 4.569 -0.374 -0.982
C18 3.400 -0.001 1.984
C19 4.813 -0.604 1.934
H19 3.080 0.261 3.003
H20 3.316 0.907 1.358
H21 5.519 0.193 2.188
H22 4.917 -1.429 2.656
H23 5.088 -0.973 0.932
Br1 -2.043 -0.131 3.054
P2 -2.465 -2.850 -0.849
C20 -0.758 -3.038 -0.428
C21 -0.113 -4.377 -0.886
H24 -0.666 -2.913 0.707
H25 -0.261 -2.203 -0.953
H26 0.974 -4.253 -1.043
H27 -0.262 -5.189 -0.150
H28 -0.553 -4.747 -1.830
C22 -3.282 -2.676 0.753
C23 -4.581 -3.483 0.581
H29 -3.536 -1.619 0.978
H30 -2.671 -3.115 1.568
H31 -5.125 -3.641 1.526
H32 -5.204 -2.969 -0.165
H33 -4.277 -4.444 0.128
C24 -2.365 -1.204 -1.691
C25 -2.683 -1.228 -3.195
H34 -1.326 -0.853 -1.518
H35 -3.047 -0.528 -1.154
H36 -2.941 -0.214 -3.532
H37 -1.822 -1.574 -3.789
H38 -3.525 -1.898 -3.431
C26 -0.140 0.304 5.998
C27 0.567 -0.023 4.746
N2 1.201 -0.349 3.835
H39 0.446 0.003 6.884
H40 -1.137 -0.152 6.098
H41 -0.296 1.374 6.135

Calculated values
**HOMO level**: -6.40 eV
**Charge**: 0

=====

No. 3
# C27H41IrO3Se2

A molecular structure, C27H41IrO3Se2 (ωB97M-V with the def2-TZVPD basis set, OMol25).

Positions of all 74 atoms, in Å:
Ir1 0.495 1.269 -0.082
C1 4.659 0.518 1.802
C2 3.312 1.180 1.807
C3 3.021 2.282 1.006
C4 1.800 2.987 1.089
C5 1.721 4.375 0.505
C6 0.857 2.533 2.050
C7 1.092 1.398 2.824
C8 0.142 0.986 3.907
C9 2.314 0.727 2.661
H1 4.586 -0.528 1.499
H2 5.083 0.530 2.807
H3 5.365 1.027 1.149
H4 3.788 2.690 0.358
H5 0.695 4.727 0.394
H6 2.240 4.440 -0.452
H7 2.213 5.074 1.184
H8 0.018 3.173 2.291
H9 0.578 1.232 4.877
H10 -0.036 -0.087 3.889
H11 -0.810 1.511 3.831
H12 2.513 -0.133 3.292
C10 -0.604 0.741 -3.372
Se1 0.628 1.861 -2.382
C11 -0.403 3.510 -2.424
C12 -1.737 3.302 -1.748
Se2 -1.394 2.743 0.095
C13 -3.033 1.754 0.379
H13 -0.717 1.239 -4.334
H14 -1.552 0.609 -2.864
H15 -0.114 -0.219 -3.507
H16 -0.500 3.830 -3.462
H17 0.214 4.244 -1.905
H18 -2.355 2.552 -2.236
H19 -2.306 4.229 -1.684
H20 -3.841 2.418 0.077
H21 -3.108 1.553 1.441
H22 -3.040 0.844 -0.213
C14 -5.035 -5.078 -0.145
C15 -3.990 -4.054 -0.020
C16 -2.927 -3.966 -0.948
C17 -1.955 -3.020 -0.820
C18 -0.817 -2.988 -1.787
C19 -2.035 -2.074 0.280
C20 -3.039 -2.198 1.287
C21 -3.113 -1.391 2.556
C22 -4.001 -3.156 1.095
C23 -1.029 -0.949 0.380
O1 -0.502 -0.683 1.449
O2 -0.733 -0.271 -0.696
H23 -5.100 -5.496 -1.146
H24 -6.006 -4.707 0.189
H25 -4.782 -5.903 0.542
H26 -2.890 -4.674 -1.766
H27 -0.905 -3.798 -2.507
H28 0.131 -3.104 -1.259
H29 -0.793 -2.042 -2.328
H30 -2.385 -0.595 2.609
H31 -2.919 -2.054 3.402
H32 -4.119 -0.991 2.688
H33 -4.799 -3.261 1.822
C24 3.878 -0.649 -2.321
C25 3.469 -1.855 -1.476
C26 2.160 -1.391 -0.873
O3 2.290 0.058 -0.722
C27 3.514 0.505 -1.417
H34 3.316 -0.612 -3.257
H35 4.939 -0.644 -2.561
H36 4.211 -2.051 -0.702
H37 3.343 -2.763 -2.063
H38 1.940 -1.805 0.112
H39 1.323 -1.574 -1.545
H40 4.282 0.675 -0.668
H41 3.297 1.436 -1.932

Calculated values
**2S+1**: 2
**HOMO level (alpha / beta)**: -17.16 / -17.17 eV
**Expectation value of S²**: 0.772
**Charge**: +3

=====

Table of molecular weight (g mol⁻¹), in record order: 720.39; 641.91; 763.76
Table of ΔE to the lowest compared entry with this formula, charge and spin (kcal per mole), in record order: 1.0; 26.6; 9.8